A 7-piece molecular cluster, C10H34ClN2O10 overall, computed with ωB97M-V with the def2-TZVPD basis set.

```
57
Properties=species:S:1:pos:R:3:forces:R:3
Cl -1.579 0.033 -0.540 -0.2 -0.9 0.7
O -2.635 0.429 -1.442 0.3 0.5 0.4
O -1.037 1.099 0.251 -0.1 0.9 -0.5
O -2.122 -0.929 0.416 -0.1 -0.4 -0.4
O -0.519 -0.580 -1.308 0.1 -0.3 0.0
O -1.925 -3.374 -1.907 0.0 0.0 0.0
H -1.427 -2.613 -1.569 -0.1 -0.1 -0.1
H -2.803 -3.270 -1.527 0.1 0.1 0.0
O -2.883 -1.365 3.256 -0.1 0.1 -0.1
H -3.809 -1.622 3.207 0.1 0.0 0.0
H -2.699 -0.957 2.395 0.1 -0.1 0.0
O -1.180 -4.224 1.562 0.0 0.0 0.2
H -2.055 -4.238 1.162 0.1 0.1 -0.1
H -1.045 -3.301 1.810 -0.1 -0.1 -0.1
C -4.973 4.491 1.694 -1.0 0.6 0.9
C -3.832 3.577 1.288 0.2 0.5 -0.3
C -3.402 2.636 2.401 -0.4 -0.2 1.1
O -3.291 3.274 3.680 0.0 0.0 0.1
C -2.276 4.237 3.686 0.2 0.5 -0.5
N -4.260 2.790 0.129 0.3 0.1 -0.2
H -5.323 5.183 0.922 0.3 -0.4 -0.5
H -4.770 5.176 2.529 0.5 -0.4 0.0
H -5.865 3.945 2.018 0.2 -0.3 -0.2
H -3.010 4.264 1.032 0.2 -0.4 0.0
H -2.474 2.083 2.240 0.1 0.2 -0.6
H -4.185 1.887 2.546 -0.1 0.0 -0.1
H -2.087 4.644 4.677 -0.3 -0.3 0.2
H -2.559 5.082 3.049 0.1 0.1 0.0
H -1.327 3.848 3.302 0.0 -0.2 0.0
H -4.098 3.367 -0.691 -0.2 -0.2 -0.1
H -3.658 1.983 -0.026 0.0 0.0 0.1
C 3.122 -1.795 1.532 0.6 1.8 0.0
C 3.061 -1.907 0.011 -0.2 -0.6 0.6
C 4.376 -2.541 -0.502 -1.2 0.5 -0.7
O 5.539 -1.907 -0.015 0.0 -0.3 0.1
C 5.764 -0.668 -0.645 0.8 -0.1 -0.3
N 1.895 -2.736 -0.345 0.4 0.1 -0.5
H 4.027 -1.222 1.777 0.1 -0.3 0.0
H 3.156 -2.723 2.092 -0.2 -0.3 -0.3
H 2.352 -1.120 1.918 -0.4 -0.5 -0.1
H 2.881 -0.933 -0.456 0.5 0.3 0.3
H 4.361 -2.461 -1.598 0.1 -0.2 -0.1
H 4.333 -3.601 -0.256 0.5 0.0 0.3
H 4.871 -0.044 -0.673 0.1 0.2 0.1
H 6.145 -0.794 -1.672 -0.4 -0.2 0.0
H 6.598 -0.191 -0.126 -0.3 0.2 0.3
H 1.087 -2.143 -0.164 -0.1 -0.3 0.0
H 1.891 -2.833 -1.362 -0.1 -0.2 0.1
C 2.448 -0.347 -3.687 0.2 -0.2 -1.0
C 3.146 -1.182 -4.764 0.2 0.5 -0.2
O 2.261 -2.148 -5.320 0.3 -0.1 0.2
H 1.751 0.269 -4.261 -0.2 0.2 0.5
H 3.144 0.307 -3.163 0.0 0.0 0.1
H 1.885 -0.981 -3.005 0.1 0.1 0.2
H 4.070 -1.658 -4.429 -0.4 -0.5 0.2
H 3.489 -0.522 -5.575 -0.1 0.1 0.1
H 1.455 -1.674 -5.553 0.0 -0.1 0.0
```
Positions in Å, forces in eV/Å.

Values from the calculation:
E_tot (eV): -46893.004
Net charge: -1
HOMO energy (eV): -6.76
HOMO-LUMO gap (eV): 9.45

Atomic partial charges in e from the natural (NBO) method, atoms 1 to 8: atom 1 (Cl): 2.54, atom 2 (O): -0.85, atom 3 (O): -0.86, atom 4 (O): -0.92, atom 5 (O): -0.89, atom 6 (O): -0.96, atom 7 (H): 0.49, atom 8 (H): 0.46

C17H40BF4InNO3 as an isolated structure, computed with ωB97M-V with the def2-TZVPD basis set.

```
67
Properties=species:S:1:pos:R:3:forces:R:3
C 5.042 -1.066 1.671 -0.3 -0.1 -0.1
C 4.381 0.070 0.888 -0.1 -0.3 -0.1
C 3.357 -0.469 -0.116 0.2 0.1 -0.1
C 2.909 0.564 -1.156 0.1 0.1 0.0
C 2.419 0.017 -2.517 -0.1 0.0 0.2
In 1.424 -1.992 -2.546 0.0 -0.1 0.4
B -0.779 -1.725 -1.956 0.1 0.0 -0.2
O -1.097 -0.691 -1.068 -0.1 -0.5 0.5
N -1.954 -2.532 -2.408 -0.1 0.5 0.3
C -2.964 -1.697 -3.057 0.1 -0.2 0.0
C -2.545 -3.141 -1.210 -0.2 0.0 -0.2
C 1.745 -2.923 -4.608 0.2 -0.1 0.3
F 2.858 -2.336 -5.233 0.0 0.1 0.0
F 0.706 -2.750 -5.509 0.0 0.1 -0.1
C 2.080 -4.408 -4.687 -0.1 0.0 -0.3
F 0.960 -5.168 -4.541 -0.1 0.0 0.1
F 2.944 -4.762 -3.703 0.1 0.0 0.1
H 5.544 -1.744 0.976 0.1 0.1 0.1
H 4.269 -1.663 2.166 0.1 0.1 0.1
H 5.752 -0.709 2.420 0.0 0.0 0.0
H 3.905 0.771 1.584 0.1 0.1 -0.1
H 5.141 0.606 0.308 0.0 0.1 0.2
H 3.826 -1.308 -0.643 -0.1 0.0 0.0
H 2.489 -0.878 0.417 0.1 -0.1 -0.1
H 3.773 1.224 -1.332 -0.1 0.1 0.0
H 2.135 1.213 -0.723 0.1 -0.1 0.0
H 1.687 0.732 -2.908 0.1 -0.1 -0.1
H 3.263 0.017 -3.215 -0.1 -0.1 0.0
H 2.190 -3.069 -1.354 0.0 0.0 -0.1
H -0.355 -0.551 -0.469 0.1 0.4 -0.4
H -3.827 -2.320 -3.322 0.1 0.1 -0.1
H -3.326 -0.887 -2.402 0.0 0.0 -0.1
H -2.552 -1.257 -3.970 -0.1 0.0 0.0
H -3.104 -2.415 -0.600 0.1 0.0 0.0
H -1.768 -3.578 -0.577 0.0 -0.1 -0.1
H -3.242 -3.930 -1.522 0.1 0.0 0.1
H 2.548 -4.667 -5.644 -0.1 0.0 0.0
C 0.523 3.376 2.554 0.0 0.0 -0.1
C 1.849 3.641 1.859 0.0 -0.1 0.1
O 1.721 4.230 0.579 0.1 0.0 -0.1
C 1.077 5.486 0.529 -0.1 0.0 0.0
C 1.766 6.573 1.339 0.1 0.0 0.0
H -0.107 2.737 1.934 0.0 0.0 0.0
H 0.699 2.876 3.507 0.0 0.0 0.0
H -0.027 4.296 2.758 0.0 0.0 0.0
H 2.360 2.693 1.684 0.0 0.0 -0.1
H 2.505 4.246 2.497 0.0 0.0 0.0
H 0.027 5.396 0.831 0.0 0.0 0.0
H 1.079 5.758 -0.526 0.0 0.0 0.0
H 1.775 6.347 2.406 0.0 0.0 0.0
H 1.244 7.522 1.205 0.0 0.0 0.0
H 2.800 6.695 1.011 0.0 0.0 0.0
C -6.486 -0.864 2.557 0.0 0.1 0.0
C -5.366 -1.771 2.073 0.0 0.0 0.1
O -4.337 -1.099 1.380 -0.1 0.0 -0.1
C -3.628 -0.105 2.093 0.1 0.1 0.0
C -2.912 -0.620 3.330 0.0 -0.1 0.0
H -6.923 -0.320 1.719 0.0 0.0 0.0
H -7.267 -1.460 3.033 0.0 0.0 0.0
H -6.134 -0.134 3.288 0.0 0.0 0.0
H -5.761 -2.491 1.355 0.0 0.0 0.0
H -4.958 -2.351 2.910 0.0 0.0 0.0
H -4.288 0.732 2.353 0.0 0.0 0.0
H -2.898 0.275 1.378 0.0 0.0 0.0
H -3.606 -1.004 4.080 0.0 0.0 0.0
H -2.341 0.188 3.790 0.0 0.0 0.0
H -2.224 -1.423 3.063 0.0 0.0 0.0
```
Positions in Å, forces in eV/Å.

Values from the calculation:
E_tot (eV): -42630.179
Net charge: -1
HOMO energy (eV): -4.06
HOMO-LUMO gap (eV): 6.49

Atomic partial charges in e from the Löwdin method, atoms 1 to 8: atom 1 (C): -0.13, atom 2 (C): -0.28, atom 3 (C): -0.28, atom 4 (C): -0.32, atom 5 (C): -0.29, atom 6 (In): 0.73, atom 7 (B): -0.59, atom 8 (O): 0.04